1.
Here is 2 unconnected molecules or ions with the total composition C3H9N2O from OMol25. Energies are from ωB97M-V/def2-TZVPD.

XYZ file:
```
15
Properties=species:S:1:pos:R:3:lowdin_charge:R:1
C 2.425 0.832 1.134 0.08
C 1.174 0.844 0.667 -0.09
C 0.643 -0.050 -0.374 -0.53
N 1.494 -0.516 -1.290 0.18
N -2.991 -0.392 -0.075 0.22
O -0.461 -0.587 -0.439 -0.02
H 2.601 1.362 2.101 0.09
H 3.212 0.163 0.784 0.08
H 0.230 1.186 1.149 0.12
H 1.125 -1.299 -1.875 0.15
H 2.328 -0.026 -1.629 0.14
H -3.066 -1.074 0.750 0.17
H -3.391 -0.842 -0.941 0.16
H -3.452 0.444 0.168 0.10
H -1.871 -0.047 -0.130 0.14
```

HOMO, eV: -14.20
Relative energy (zero: lowest compared OMol25 entry of this formula, charge and spin), kcal per mole: 30.90
HOMO-LUMO gap, eV: 10.80
Electronic energy, eV: -8277.73411
Charge: +1
Multiplicity: 1

***

2.
Here is a molecular structure, C65H54CoF3N4OP2S2 from OMol25. Energies are from ωB97M-V/def2-TZVPD.

XYZ file:
```
132
Properties=species:S:1:pos:R:3:lowdin_spin:R:1
Co 0.306 0.559 -0.477 0.98
O -0.305 -1.446 2.785 0.01
S -0.598 -1.333 1.342 0.02
C -2.408 -1.182 1.202 0.00
C -3.278 -2.244 1.264 0.00
C -4.642 -2.113 0.941 0.00
C -5.087 -0.914 0.451 0.00
C -6.425 -0.438 -0.032 0.00
C -6.188 1.017 -0.513 0.00
C -4.761 1.322 -0.162 0.00
C -3.977 2.444 -0.255 0.00
C -2.741 2.457 0.418 0.00
C -2.186 1.344 1.035 0.00
P -1.398 1.425 2.733 0.00
C -2.508 2.774 3.344 0.00
C -2.298 4.114 3.031 0.00
C -3.199 5.077 3.438 0.00
C -4.316 4.721 4.175 0.00
C -4.513 3.397 4.523 0.00
C -3.616 2.426 4.107 0.00
C 0.144 2.403 2.640 0.00
C 0.546 3.097 3.782 0.00
C 1.749 3.774 3.797 0.00
C 2.583 3.750 2.688 0.00
C 2.220 3.020 1.568 0.00
C 1.007 2.354 1.558 0.01
C -2.875 0.102 0.861 0.00
C -4.189 0.165 0.387 0.00
C -0.548 -3.044 0.748 0.00
C -0.217 -4.002 1.673 0.00
C -0.320 -5.382 1.423 0.00
C -0.813 -5.779 0.211 0.00
C -1.137 -7.133 -0.349 0.00
C -1.541 -6.875 -1.819 0.00
C -1.552 -5.383 -1.956 0.00
C -1.852 -4.571 -3.017 0.00
C -1.675 -3.194 -2.861 0.00
C -1.254 -2.600 -1.680 0.01
P -0.833 -0.833 -1.867 0.01
C 0.382 -1.141 -3.212 0.00
C 0.319 -0.683 -4.521 0.00
C 1.352 -0.969 -5.402 0.00
C 2.459 -1.687 -4.979 0.00
C 2.522 -2.150 -3.674 0.00
C 1.487 -1.889 -2.800 0.00
C -2.337 -0.142 -2.637 0.00
C -3.571 -0.785 -2.625 0.00
C -4.670 -0.186 -3.212 0.00
C -4.564 1.073 -3.782 0.00
C -3.349 1.739 -3.751 0.00
C -2.243 1.136 -3.183 0.00
C -0.965 -3.410 -0.556 0.00
C -1.113 -4.799 -0.757 0.00
H -2.915 -3.211 1.578 0.00
H -5.292 -2.969 1.044 0.00
H -7.146 -0.465 0.789 0.00
H -6.814 -1.073 -0.829 0.00
H -6.872 1.719 -0.033 0.00
H -6.330 1.100 -1.591 0.00
H -4.336 3.347 -0.728 0.00
H -2.241 3.408 0.522 0.00
H -1.415 4.410 2.483 0.00
H -3.027 6.111 3.182 0.00
H -5.021 5.478 4.481 0.00
H -5.365 3.122 5.126 0.00
H -3.771 1.392 4.385 0.00
H -0.101 3.098 4.649 0.00
H 2.030 4.326 4.682 0.00
H 3.517 4.289 2.702 0.00
H 2.867 2.975 0.705 0.00
H 0.694 1.779 0.662 0.00
H 0.103 -3.671 2.649 0.00
H -0.034 -6.085 2.191 0.00
H -1.968 -7.578 0.202 0.00
H -0.292 -7.816 -0.264 0.00
H -2.516 -7.300 -2.060 0.00
H -0.818 -7.302 -2.517 0.00
H -2.179 -4.969 -3.965 0.00
H -1.863 -2.559 -3.717 0.00
H -0.530 -0.105 -4.861 0.00
H 1.295 -0.619 -6.424 0.00
H 3.264 -1.897 -5.666 0.00
H 3.381 -2.702 -3.326 0.00
H 1.537 -2.261 -1.786 0.00
H -3.675 -1.760 -2.169 0.00
H -5.615 -0.708 -3.219 0.00
H -5.423 1.544 -4.236 0.00
H -3.262 2.726 -4.180 0.00
H -1.297 1.661 -3.151 0.00
S 3.007 -1.365 1.732 0.00
C 3.067 -0.910 3.358 0.00
N 4.155 -0.318 3.866 0.00
C 4.193 0.145 5.238 0.00
C 3.421 -0.855 6.096 0.00
C 1.996 -0.942 5.561 0.00
N 2.027 -1.175 4.135 0.00
H 4.948 -0.185 3.259 0.00
H 3.734 1.140 5.305 0.00
H 5.233 0.219 5.556 0.00
H 3.415 -0.547 7.139 0.00
H 3.901 -1.833 6.017 0.00
H 1.443 -0.018 5.767 0.00
H 1.459 -1.773 6.026 0.00
H 1.150 -1.417 3.662 0.00
F 9.420 1.196 -1.877 0.00
C 8.857 0.066 -2.356 0.00
F 9.532 -0.951 -1.796 0.00
F 9.131 0.034 -3.667 0.00
C 7.389 -0.002 -2.070 0.00
C 6.967 -0.477 -0.833 0.00
C 5.622 -0.509 -0.541 0.00
C 4.681 -0.046 -1.467 0.00
C 5.116 0.395 -2.721 0.00
C 6.463 0.417 -3.019 0.00
C 3.321 0.016 -1.092 0.01
C 2.169 0.097 -0.687 -0.09
H 7.696 -0.809 -0.108 0.00
H 5.274 -0.888 0.408 0.00
H 4.394 0.722 -3.456 0.00
H 6.804 0.771 -3.980 0.00
C -0.121 4.455 -0.891 0.00
C 0.621 3.604 -1.850 0.00
N 0.719 2.288 -1.872 0.02
C 1.487 1.980 -2.965 0.00
C 1.843 3.122 -3.610 0.00
N 1.286 4.142 -2.893 0.00
H -0.057 4.029 0.106 0.00
H -1.167 4.520 -1.190 0.00
H 0.298 5.460 -0.867 0.00
H 1.730 0.964 -3.190 0.00
H 2.429 3.288 -4.489 0.00
H 1.364 5.124 -3.102 0.00
```

HOMO (alpha / beta), eV: -8.99 / -8.99
Relative energy (zero: lowest compared OMol25 entry of this formula, charge and spin), kcal per mole: 0.00
HOMO-LUMO gap (alpha / beta), eV: 5.60 / 6.19
Electronic energy, eV: -162311.07019
Charge: +1
Multiplicity: 2
<S²>: 1.10